Entry 1:
C13H46F4HgN2O18S4 | ωB97M-V/def2-TZVPD

Values from the calculation:
Gap between HOMO and LUMO (eV): 1.5
Net charge: 0
Total energy (a.u.): -4131.69111
HOMO level (eV): -9.952

```
88
C13H46F4HgN2O18S4 ωB97M-V/def2-TZVPD
C -16.1028 -3.4724 3.4459
N -13.3256 7.6274 -3.5147
H -15.7271 -6.5122 -3.1667
H -7.7998 3.4342 -5.4417
O -12.4609 8.9110 -5.4672
C -20.4332 -2.5250 -4.3304
H -15.3000 -3.1407 4.1044
C -6.9765 5.2900 -6.5792
N -12.3667 1.1772 -2.7506
H -15.0633 -5.8279 2.5937
H -8.1764 -5.0062 -3.7002
H -7.4410 2.7009 0.2191
H -8.3235 -8.0250 -2.0048
S -13.4813 7.9917 -4.9601
H -18.4101 2.5311 -9.3268
C -14.2302 3.1918 1.8707
C -7.2683 -6.0999 -2.4665
O -13.6497 -5.8519 -1.2652
H -7.1887 4.4054 -7.1797
H -19.4148 -2.4563 -4.7128
O -7.7254 4.1260 -4.7804
O -13.4636 0.5279 -5.1300
F -14.4472 2.1750 -3.7216
H -16.6381 3.0596 -9.5490
H -20.6056 -3.3996 -3.7031
H -6.2178 -5.8292 -2.5723
H -21.0573 -2.7048 -5.2058
H -13.3686 -4.9364 -1.3323
H -16.3209 1.5204 -11.3158
H -4.4421 -0.2921 -1.4588
O -13.4788 4.3494 1.6581
H -5.6619 4.1524 -5.2710
O -7.8432 -5.9062 -3.6785
S -11.8431 -0.2728 -2.6753
C -17.5392 2.6194 -9.9762
C -13.5884 -6.3809 -2.5506
H -3.6471 0.1746 -2.6597
H -14.6863 -6.2579 -4.4526
H -20.3466 3.9004 0.9485
H -20.2154 -1.1675 -2.9571
C -7.3172 -7.6339 -2.1545
H -7.6505 -5.5240 -1.6237
H -17.1766 -5.3218 3.2377
H -17.0112 -2.9238 3.6946
Hg -10.9563 4.8708 -1.6027
H -6.1535 5.8390 -7.0368
S -13.6788 0.7100 -3.7146
C -19.4986 4.2101 -0.7275
F -12.7821 6.6077 -5.4882
H -6.9892 -8.2649 -2.9806
H -18.4564 4.1472 -1.0406
H -15.1236 3.4066 2.4571
H -13.5809 4.7392 2.5295
O -14.8222 7.8749 -5.5644
S -14.0780 9.0597 -3.0333
H -14.8748 -4.9271 -3.3229
O -16.8436 0.2248 -9.7224
H -17.9753 3.2586 -10.7438
H -7.8217 5.9783 -6.5818
H -15.6599 -3.3621 2.4561
O -19.7619 4.5425 0.5394
H -7.6602 3.3340 1.5767
C -14.7866 -6.0111 -3.3957
O -13.5440 10.3531 -3.3016
H -19.9094 4.8821 -1.4810
H -12.7330 -5.8864 -3.0108
H -6.4126 5.5908 -4.5024
O -15.5259 8.9915 -2.8381
F -10.3654 0.0323 -2.0144
C -17.1398 1.2441 -10.6515
H -16.5182 -4.9479 4.8385
O -3.8118 0.3722 -1.7377
C -16.3187 -4.9081 3.7677
H -16.3145 0.5898 -9.0094
O -14.5930 -0.2270 -3.0274
C -6.5297 4.8118 -5.2557
H -14.5201 2.7051 0.9395
O -15.1417 -5.7213 3.5445
H -19.7748 3.2109 -1.0642
O -20.7639 -1.2575 -3.7398
H -13.3163 -7.4348 -2.4926
H -13.6285 2.4915 2.4499
F -13.7361 8.8500 -1.4518
O -11.2382 -0.7756 -3.8959
H -17.7717 0.8467 -11.4457
H -6.5990 -7.9984 -1.4201
O -12.3241 -1.2104 -1.6731
O -8.0186 3.3018 0.6897
```



Entry 2:
C13H46N12O10 | ωB97M-V/def2-TZVPD

Values from the calculation:
Gap between HOMO and LUMO (eV): 8.3
Net charge: 0
Total energy (a.u.): -1932.31055
Energy relative to the best compared isomer or geometry (same formula, charge and spin) (kJ/mol): 82.3
HOMO level (eV): -8.673

```
81
C13H46N12O10 ωB97M-V/def2-TZVPD
H -0.8858 2.4859 -2.1096
N 4.2032 0.8389 -0.2376
C -0.9478 -2.7231 1.4194
H 0.9422 -1.9201 1.4554
H -0.3018 -1.1101 0.5284
C -2.2388 4.9689 1.6114
H 2.8872 -1.4121 -4.1436
N 0.1042 2.7359 -2.2456
O 2.3212 1.3169 -1.6576
H 0.9022 2.0529 -2.0666
H 1.7562 -2.1201 -5.3856
H -0.6968 -2.8101 -2.8716
N -0.5528 -3.7351 2.1324
H 4.3442 0.0749 -0.9276
C -2.5118 0.7989 0.3254
C 1.0432 -1.8691 -3.4196
N 1.4032 0.9379 1.9234
H -2.5528 0.0589 1.1084
H -3.8478 -3.4961 4.6294
C -3.7478 -2.6841 3.9464
O -1.9658 -3.5851 -1.6206
N 1.9502 -1.9341 -4.3566
N 0.0052 -2.5921 -3.6576
H 3.2172 0.2909 -3.6816
H -1.7508 0.6489 -1.7676
H 3.4832 2.7409 1.0564
H -3.4978 1.0189 -0.1086
H -0.5518 -0.3771 2.5594
C 0.3132 1.4589 2.3774
N 3.9632 -0.4431 -3.8746
H -1.4528 1.0079 3.1464
H 2.4532 3.4279 -2.7696
O 6.0072 -1.4051 -3.2536
H -1.9828 3.8049 3.3884
C -2.7088 4.5309 2.9764
H 2.0052 2.9629 0.0804
C 4.7002 -0.9971 -2.9936
N 4.0382 -1.2101 -1.9016
H -1.2468 -4.4611 2.4114
O -2.2428 -2.7501 0.9164
H 4.5482 -1.9781 -1.3806
O -0.3288 0.0769 -0.5676
H -1.0658 -2.9011 3.5634
H 2.0412 1.5539 1.3134
H -2.1668 -1.0651 3.7304
H 4.8342 0.9929 0.5494
N -0.5038 0.6019 2.8894
N -0.0358 -1.7991 1.2494
H -2.6878 -1.3851 5.2614
C -1.7138 0.1029 -0.8196
H 4.4342 -0.1971 -4.7896
H -4.6468 -2.0411 4.0854
C 0.3482 3.7219 -3.0416
H 0.4112 -3.9811 2.3444
O 1.2552 -1.3941 -2.1066
C 3.1832 1.5579 -0.5956
O 0.1272 2.8379 2.5594
N 1.6782 3.9229 -3.2236
H 2.9802 -1.1621 -1.7566
H -2.2288 -0.8371 -0.9406
H -0.0748 -3.1491 -4.4866
C -1.3248 -4.8891 -1.6856
H -0.2928 -4.6721 -1.9386
O -0.6308 4.4609 -3.6026
O -1.4038 -2.7781 4.4724
N 2.8352 2.3979 0.3194
H -2.0438 1.7419 0.6504
H -1.7458 -5.4821 -2.5686
H -2.4368 -3.4171 -0.7796
H -3.6758 -3.0791 2.9484
H -2.8688 5.7209 1.2784
O -2.6468 5.7189 3.7774
H 1.9922 4.6999 -3.7936
H -1.2608 5.3809 1.5584
H -3.1538 5.5609 4.5754
H 0.1772 -0.3921 -1.2616
H -1.2298 -5.4041 -0.7216
H 1.4192 -0.0491 1.7114
C -2.4998 -1.8631 4.3364
H -3.6638 4.0909 3.1294
H -2.2898 4.2489 0.8184
```



Entry 3:
C13H46N6O10 | ωB97M-V/def2-TZVPD

Values from the calculation:
Gap between HOMO and LUMO (eV): 9.0
Net charge: 0
Total energy (a.u.): -1603.73814
Energy relative to the best compared isomer or geometry (same formula, charge and spin) (kJ/mol): 359.4
HOMO level (eV): -9.016

```
75
C13H46N6O10 ωB97M-V/def2-TZVPD
H 2.9991 -2.9032 3.6408
H 2.7334 -0.0946 2.4262
C -4.0629 -0.2911 -2.6670
H -1.8482 -0.7872 -0.0786
H -3.9724 -1.2865 -2.2349
O 3.5256 -1.3299 4.8023
H -1.8365 -0.5831 -3.5565
H -2.1910 -2.1610 -1.9681
O 0.1330 -0.3189 1.4450
H 3.8272 3.7315 0.3168
N -0.1358 0.3044 -2.6614
H 1.0962 -4.1632 -0.7704
O 2.7230 2.0847 0.7570
C 2.8140 4.1268 2.1893
H -3.4471 0.3652 -2.0632
O -2.3771 -0.9714 -4.2609
H -5.0834 0.0560 -2.7114
C -0.5586 1.3654 -3.2864
H -4.0364 -1.3062 1.6596
C 3.1042 -1.0744 2.3785
O -2.3540 -2.2372 0.6510
H -1.6592 -2.6974 1.0056
C -2.9648 -1.6681 1.7780
H 4.4159 -1.6038 4.6433
C 1.6973 4.2566 -2.6634
H -2.7646 -2.2488 2.6759
H -1.1504 1.2482 4.3837
H 2.4887 -1.4900 1.5915
O -2.7814 -4.1025 -1.7571
H 2.9876 5.2156 2.1332
H 3.6348 4.2131 -2.6760
H -3.6222 0.6788 -4.5214
O 2.9510 3.6416 -2.3538
N -1.4181 0.1450 -0.2501
C -3.6026 -0.3257 -4.1444
H 1.4674 -2.5555 -0.1621
N 0.9245 -3.4317 -0.0760
C 2.7607 -1.8469 3.7075
H 2.8484 1.7581 -0.2015
H 1.4967 4.0714 -3.7389
C -0.5235 0.4321 4.0873
H -0.1569 -3.1666 2.9060
H 0.2449 0.9220 -5.1913
H -1.0827 -0.2190 3.4718
N 0.1974 -2.8918 1.9685
H 1.9145 3.9211 2.6055
H -1.7107 -3.2638 -3.3027
O -0.1339 -0.2098 5.2702
H -1.9385 0.7456 -0.8696
H -0.4958 0.1936 -1.6681
H -2.8017 -4.1188 -0.7845
O -1.3010 2.2854 -2.5647
N -0.0514 1.7110 0.2680
H 0.9010 3.8453 -2.0199
H 1.7969 5.3308 -2.4549
H -4.3572 -0.8054 -4.7445
H 4.1763 -1.0614 2.0350
H -0.5623 2.4111 -4.9735
N -0.3002 1.5480 -4.5715
H 2.2019 3.9583 0.1744
H 1.7046 -1.7122 3.9908
C 0.4224 -3.8194 1.0594
H 0.6572 0.1986 5.6180
C -1.8629 -3.1815 -2.2196
C -0.4449 0.5058 0.5445
H 0.3626 -0.6033 -2.9946
O 0.1058 -5.0914 1.3642
H -0.9847 -3.3152 -1.5887
H 0.7761 2.0054 0.8145
H -0.3846 2.2898 -0.5089
H 0.3137 -1.8675 1.7881
H 3.5696 3.6453 2.7437
H 0.3251 0.9103 3.5735
H -2.2930 -0.8167 2.0182
C 2.9543 3.5003 0.7734
```



Entry 4:
C13H48N20O11 | ωB97M-V/def2-TZVPD

Values from the calculation:
Gap between HOMO and LUMO (spin up / spin down) (eV): 1.9 / 9.4
Net charge: -1
Total energy (a.u.): -2447.13692
Energy relative to the best compared isomer or geometry (same formula, charge and spin) (kJ/mol): 0.0
Spin multiplicity: 2
HOMO level (spin up / spin down) (eV): 0.458 / -7.087
<S²>: 0.750

```
92
C13H48N20O11 ωB97M-V/def2-TZVPD
H 2.0261 0.6390 -0.9454
N 5.6687 3.1425 2.9140
H -0.3583 4.1466 1.9801
H 6.3088 3.7387 2.4092
O -5.5678 1.8411 -0.5934
N -1.7314 -2.4639 0.5387
H 3.0944 4.3589 -2.1721
H 1.9110 -0.4887 3.1545
N 3.1875 3.9592 -4.2853
H 0.8938 -2.3058 5.6649
H -1.2534 -0.0017 -6.1153
C -1.3096 -3.0322 -2.9710
H 1.3752 1.6613 -4.8483
N 0.3509 1.9042 3.9520
N -3.3202 -3.7131 -0.2607
H 0.7432 1.7006 4.8602
N 1.1201 0.9455 -0.6211
C 4.4160 3.3471 2.9730
H -3.9674 -4.4849 -0.3349
H 2.2951 -2.7446 1.3745
N -4.1735 0.1890 -0.3623
H -2.1425 0.0168 -4.7350
C 1.8098 -2.7600 0.3986
H -3.2016 4.3373 1.0736
O 1.6860 0.5363 1.5419
H -3.9095 -0.7647 -0.1605
N -3.2927 3.4797 0.5479
O -2.2238 1.9754 -0.6715
H -4.1353 2.9718 0.3195
C 1.2534 -5.2251 0.8633
N -0.5111 3.3333 2.5592
N 1.6107 -1.0892 3.9090
H -1.0244 0.9197 0.2081
O -0.2684 -1.6161 2.8867
N -0.3774 -2.3068 -2.4502
H 2.0227 -3.9608 -1.9472
H -3.4793 0.9162 -0.2651
H -7.3144 -0.0109 -0.6628
C -0.4056 1.0001 -4.6135
N -6.3793 -0.2960 -0.4090
H 2.1856 -2.0842 -0.3697
H 0.6091 0.9305 -6.3082
H -6.0856 -1.2559 -0.2971
C 0.4651 -1.6927 3.8765
O -2.1919 -2.6804 -3.7232
H 2.3011 -1.3635 4.5931
H 0.3549 -2.8729 -2.0459
O 3.9646 4.3897 2.7217
C -2.6920 -3.3618 0.8416
N -1.4516 3.9930 -0.3066
H -0.3843 -1.3141 -2.6363
N -0.3656 0.6670 0.9307
H 1.6005 -5.2098 1.8965
H -1.1220 2.5719 2.3001
H -0.6187 -2.9481 5.0658
H 0.7528 -2.6102 0.6189
H -1.5430 -2.3423 -0.4461
H 0.3895 0.7454 -1.2892
N -1.4667 0.5296 -5.2832
H -2.2147 -4.7553 -2.6660
N 2.9769 3.3616 -2.2797
H -3.0406 -3.1672 -1.0631
O 3.1643 1.7702 -3.8137
H -0.5761 -4.7858 -2.0931
H 0.3395 1.1526 3.2775
H -0.7488 0.4164 1.8309
H 3.5076 3.5595 -5.1559
O -0.3399 1.1867 -3.4556
H -1.8719 4.9011 -0.1693
H 4.0647 1.3306 3.2528
C 1.9666 -4.1687 -0.0700
C 3.1090 2.9196 -3.4668
O 1.4001 -4.3607 -1.3357
C 0.8774 0.6888 0.6673
H -1.1680 -2.0869 1.2874
H 3.0047 -4.4953 -0.1314
H 5.8826 2.1933 3.1847
C 0.1813 3.1987 3.5922
C -2.2652 3.0774 -0.1469
N -1.3534 -4.2645 -2.4729
O 0.4643 4.1350 4.3126
H 2.9478 2.6746 -1.5399
H 1.5162 -6.2095 0.4761
C -5.3953 0.6293 -0.3712
H 2.7087 2.3414 2.9181
N 0.2249 -2.4135 4.9159
H -0.5853 3.9064 -0.8187
H 0.1802 -5.1427 0.6913
H 3.4590 4.8764 -3.9611
O -2.8592 -3.8188 1.9767
N 3.6953 2.2610 3.1185
N 0.6191 1.2015 -5.3352
```



Entry 5:
C13H4Cl5F6NO5RhSb | ωB97M-V/def2-TZVPD

Values from the calculation:
Gap between HOMO and LUMO (spin up / spin down) (eV): 4.5 / 5.3
Net charge: +1
Total energy (a.u.): -4179.24773
Energy relative to the best compared isomer or geometry (same formula, charge and spin) (kJ/mol): 302.5
Spin multiplicity: 6
HOMO level (spin up / spin down) (eV): -10.150 / -13.246
<S²>: 8.792

```
36
C13H4Cl5F6NO5RhSb ωB97M-V/def2-TZVPD
O -0.2286 -0.1371 1.0264
O 1.5495 1.6099 -0.6015
C -4.3154 -0.1128 1.8989
Cl 6.4931 0.8660 -0.1142
C -3.4177 -0.3295 -0.8358
F 1.1493 -2.2538 -0.4140
F 1.0874 -4.2200 -2.1570
F 2.3443 -6.1044 -0.4755
O -7.3652 -0.2274 0.0241
N -6.6303 -0.1427 0.9977
H -4.7364 -0.0459 2.8904
C 2.7113 2.1128 -0.4994
O -0.5691 -0.2283 -1.1229
C -5.2233 -0.1860 0.7595
Rh 1.2895 -0.3635 -0.5881
C -4.7304 -0.3099 -0.6138
C 2.8634 3.5506 -0.5513
Sb 1.7876 -4.3519 -0.4464
H -2.2984 -0.0955 2.4998
C 3.8826 1.3062 -0.3362
Cl 3.6533 -0.4197 -0.2797
Cl 6.7768 3.9534 -0.1904
H -5.4550 -0.3896 -1.4108
F 3.3184 -3.4864 -1.0779
Cl 4.3042 5.8015 -0.5050
Cl 1.4625 4.4648 -0.7274
F 2.3399 -3.8863 1.2656
O -7.0081 -0.0749 2.1571
C 4.1154 4.1141 -0.4530
F 0.0700 -4.5779 0.2083
H -3.0181 -0.4326 -1.8341
C -1.0856 -0.1824 0.0910
C -3.0028 -0.1359 1.6817
C 5.2509 3.2843 -0.3079
C -2.4872 -0.2164 0.3011
C 5.1225 1.8473 -0.2593
```



Entry 6:
C13H4Cl5F6NO5RhSb | ωB97M-V/def2-TZVPD

Values from the calculation:
Gap between HOMO and LUMO (spin up / spin down) (eV): 9.3 / 5.3
Net charge: +1
Total energy (a.u.): -4179.36165
Energy relative to the best compared isomer or geometry (same formula, charge and spin) (kJ/mol): 3.4
Spin multiplicity: 6
HOMO level (spin up / spin down) (eV): -13.134 / -13.124
<S²>: 8.787

```
36
C13H4Cl5F6NO5RhSb ωB97M-V/def2-TZVPD
H -3.9161 4.8307 -2.8583
O -4.4466 7.1179 -2.5594
O -0.0995 2.3085 0.6418
C -2.5482 3.6143 -1.7147
C -3.2210 4.7783 -2.0342
H -0.7292 4.7312 0.9415
C -2.1024 -3.8534 3.0007
C -1.6581 3.6116 -0.6403
O -1.0849 1.3086 -0.9938
F 4.4843 -0.7083 -0.1800
H -2.7017 2.7132 -2.2918
H -1.9579 6.8372 0.3609
Sb 3.3152 0.4504 -1.0207
C -2.2175 -3.2230 0.6736
Cl -2.5453 -4.8808 4.2532
C -1.4301 4.7582 0.1190
C -2.1025 5.9240 -0.1961
Rh 0.4031 0.3098 0.1487
F 1.7421 1.4070 -1.5877
O -1.0090 -1.3386 -0.0178
F 4.3902 1.9473 -0.9553
O -3.4711 8.1264 -0.9215
C -2.9797 5.9026 -1.2651
C -0.9333 2.3881 -0.3212
Cl 0.2027 -0.5812 2.5542
Cl -2.7588 -3.4280 -0.9068
C -0.8534 -1.9246 2.2684
F 1.8861 -0.9471 -0.8225
Cl -0.6474 -2.5105 4.8614
C -1.2181 -2.7552 3.2820
C -2.5887 -4.0719 1.6978
Cl -3.6305 -5.3824 1.3899
N -3.6998 7.1565 -1.6080
F 2.4630 0.8600 0.7175
C -1.3263 -2.1032 0.9239
F 3.6844 -0.1079 -2.7413
```



Q: The highest total energy belongs to which entry?
A: C13H46N6O10